No. 1
This record from the OMol25 dataset describes a single C5H4Br2OS molecule at a distorted geometry. The level of theory is ωB97M-V/def2-TZVPD.

The geometry in XYZ format:
```
13
Properties=species:S:1:pos:R:3:forces:R:3
C 2.377249 0.869150 0.001946 0.131 0.456 0.032
O 1.653215 -0.337813 -0.121067 0.102 -0.648 -0.113
C 0.349373 -0.320850 -0.032094 -2.223 3.194 -0.020
S -0.738358 1.447637 -0.053237 1.578 -2.919 0.051
C -2.155102 0.446111 0.001249 0.146 -0.211 -0.061
Br -3.839829 1.290437 0.037602 0.188 -0.110 0.009
C -1.953604 -0.890702 0.012088 -0.392 0.619 0.072
C -0.583349 -1.280754 -0.000401 0.754 -0.594 0.007
Br -0.066467 -3.114110 0.028531 -0.129 0.334 -0.012
H 2.003831 1.608685 -0.714413 0.059 -0.086 0.019
H 3.414220 0.621659 -0.224975 -0.160 0.071 0.065
H 2.291360 1.272488 1.014466 0.012 -0.069 -0.044
H -2.752544 -1.611942 0.050303 -0.067 -0.036 -0.006
```
Positions in Å, forces in eV/Å.

Results
- energy above the lowest of the compared OMol25 structures with the same formula, charge and spin (kcal per mole) = 29.7
- energy (a.u.) = -5814.32121
- spin multiplicity = 1
- highest occupied orbital energy (eV) = -8.32

---

No. 2
This record from the OMol25 dataset describes 2 unconnected molecules or ions with the total composition C5H4BrClN2O2 at a distorted geometry. The level of theory is ωB97M-V/def2-TZVPD.

The geometry in XYZ format:
```
15
Properties=species:S:1:pos:R:3:forces:R:3
C -0.050021 1.980877 0.062090 0.690 -3.172 -0.969
C -1.227595 1.319053 -0.026755 -1.483 0.868 0.847
C 1.126758 1.137859 -0.076528 0.997 5.076 0.856
C 1.197887 -0.202554 -0.494591 1.078 -0.888 0.413
C -1.352249 -0.086712 -0.329971 0.617 -2.540 -0.092
N -0.054750 -0.664680 -0.731277 -1.491 -2.720 -0.437
N 0.547924 -3.517368 1.254495 1.458 3.719 2.569
O 2.234405 -0.828320 -0.599790 -0.435 -0.193 -0.245
O 0.880905 -2.505073 1.791551 -1.143 -3.900 -1.613
Cl -0.182482 -2.412685 -0.930933 -0.151 1.591 -1.019
Br 2.835727 2.099035 0.237920 -1.570 -1.094 -0.374
H 0.008817 3.023469 0.103357 0.269 1.283 0.695
H -2.213477 1.651448 0.339959 0.688 0.840 -0.565
H -1.720470 -0.650250 0.591399 0.219 0.555 -1.027
H -2.031380 -0.344095 -1.190931 0.256 0.574 0.960
```
Positions in Å, forces in eV/Å.

Results
- energy above the lowest of the compared OMol25 structures with the same formula, charge and spin (kcal per mole) = 52.7
- energy (a.u.) = -3486.93413
- spin multiplicity = 1
- highest occupied orbital energy (spin up / spin down) (eV) = -8.40 / -8.70

---

No. 3
This record from the OMol25 dataset describes a single C5H4BrF2N molecule at a distorted geometry. The level of theory is ωB97M-V/def2-TZVPD.

The geometry in XYZ format:
```
13
Properties=species:S:1:pos:R:3:forces:R:3
F 0.843584 1.538965 1.219537 -0.341 0.583 0.194
C -0.498737 1.672571 1.246446 0.493 -5.654 -3.559
C -1.258710 0.688001 0.668154 0.382 1.035 1.007
F -2.587218 0.752662 0.893043 -0.406 0.618 0.108
C -0.946325 -0.578527 0.029277 -0.357 -1.560 0.635
C 0.211932 -0.755011 -0.606545 -1.054 -0.240 -0.368
C 1.119509 0.298477 -1.048893 -0.498 -0.747 -0.652
N 1.013420 1.147814 -1.983006 2.316 0.363 1.086
Br -0.493071 1.685313 -2.813645 -1.170 -0.310 -0.127
H -0.932473 2.324881 1.849302 -1.333 3.296 2.493
H -1.707320 -1.445225 0.275609 1.763 1.858 -0.579
H 0.606790 -1.714445 -0.943154 -0.497 -0.123 0.209
H 2.084768 0.051711 -0.615376 0.702 0.882 -0.448
```
Positions in Å, forces in eV/Å.

Results
- energy above the lowest of the compared OMol25 structures with the same formula, charge and spin (kcal per mole) = 62.8
- energy (a.u.) = -3021.29329
- spin multiplicity = 1
- highest occupied orbital energy (eV) = -9.28

---

No. 4
This record from the OMol25 dataset describes a molecular structure, C5H4CeO2 at a distorted geometry. The level of theory is ωB97M-V/def2-TZVPD.

The geometry in XYZ format:
```
12
Properties=species:S:1:pos:R:3:forces:R:3
O 2.129741 1.015148 -2.577180 -1.332 0.166 1.214
C 1.350910 1.106679 -1.762505 2.033 -0.336 -1.986
C 0.414815 1.253763 -0.766484 -0.658 -1.149 1.782
C -0.564363 0.312700 -0.619644 -0.800 2.836 -2.964
C -1.756561 -0.062594 -1.000957 0.070 -0.722 2.470
H 0.560744 2.097464 -0.084219 -0.124 -0.066 -0.221
H -2.389791 0.589970 -1.608140 0.428 0.064 -0.229
H -2.312637 -0.818137 -0.439437 0.159 -0.378 -0.675
C 0.275763 -1.352875 1.663062 1.378 -0.388 3.611
O 1.136261 -0.576456 2.136297 -0.652 -1.264 -0.296
Ce 1.950356 -2.515387 3.314299 -0.790 0.956 -1.435
H -0.795238 -1.050275 1.744908 0.287 0.282 -1.270
```
Positions in Å, forces in eV/Å.

Results
- energy (a.u.) = -817.13039
- net charge = +3
- spin multiplicity = 2
- highest occupied orbital energy (spin up / spin down) (eV) = -21.15 / -21.41
- expectation value of S² = 0.9449

---

No. 5
This record from the OMol25 dataset describes a molecular structure, C5H4Cl3NOS at a distorted geometry. The level of theory is ωB97M-V/def2-TZVPD.

The geometry in XYZ format:
```
15
Properties=species:S:1:pos:R:3:forces:R:3
C 1.756861 0.730815 -1.073556 -1.739 -0.141 1.364
C -0.370905 -1.517714 0.581627 0.594 0.014 -1.084
C 0.057743 -1.180123 1.979484 -0.200 3.221 -1.318
C 0.496893 0.494421 -0.397931 -1.682 3.360 -3.015
C -0.817716 1.446239 -1.456594 2.166 -2.533 1.850
N 2.736310 0.813355 -1.631355 2.003 0.328 -1.159
O 0.132159 -0.769724 -0.530626 -0.856 -2.441 2.019
S -1.264216 -2.772246 0.208537 -0.558 -0.658 -0.212
Cl -0.701391 0.785417 -3.054166 -0.281 0.160 -0.131
Cl -0.497318 3.104309 -1.317891 0.242 1.146 -0.151
Cl -2.258458 0.980371 -0.576744 -0.444 -0.015 -0.228
H -0.792555 -0.495438 2.387046 1.765 -1.091 -0.251
H 0.187541 -2.067017 2.534689 -0.153 -0.837 0.676
H 1.049208 -0.641609 1.884719 -1.126 -0.313 0.620
H 0.285844 1.088945 0.462761 0.270 -0.200 1.017
```
Positions in Å, forces in eV/Å.

Results
- energy above the lowest of the compared OMol25 structures with the same formula, charge and spin (kcal per mole) = 20.4
- energy (a.u.) = -2101.58733
- spin multiplicity = 1
- highest occupied orbital energy (eV) = -9.42

---

No. 6
This record from the OMol25 dataset describes a single C5H4ClF molecule at a distorted geometry. The level of theory is ωB97M-V/def2-TZVPD.

The geometry in XYZ format:
```
11
Properties=species:S:1:pos:R:3:forces:R:3
C -2.933287 -0.794988 -0.047365 1.039 -0.138 0.195
C -1.738553 -0.878444 0.048869 -0.750 -0.223 -0.170
C -0.336515 -1.081607 0.058207 0.876 0.804 0.012
C 0.555203 -0.064268 0.023111 -1.301 -1.059 -0.113
Cl 2.229256 -0.421463 -0.042691 0.435 0.103 0.067
C 0.243875 1.411859 0.084132 0.015 -0.544 0.113
F -1.113772 1.634875 -0.070403 0.618 0.277 0.067
H -3.965979 -0.663065 -0.114032 -0.828 0.060 -0.045
H -0.008045 -2.123122 0.079054 0.130 0.403 -0.072
H 0.797288 1.950440 -0.693868 -0.127 -0.024 0.181
H 0.558983 1.731438 1.086504 -0.108 0.340 -0.235
```
Positions in Å, forces in eV/Å.

Results
- energy above the lowest of the compared OMol25 structures with the same formula, charge and spin (kcal per mole) = 38.4
- energy (a.u.) = -752.88507
- spin multiplicity = 1
- highest occupied orbital energy (eV) = -9.00

---

No. 7
This record from the OMol25 dataset describes a single C5H4ClNO2 molecule at a distorted geometry. The level of theory is ωB97M-V/def2-TZVPD.

The geometry in XYZ format:
```
13
Properties=species:S:1:pos:R:3:forces:R:3
O 0.299049 2.352250 0.276417 0.743 1.563 -0.353
C 1.043526 2.042587 -0.601807 -1.935 1.632 -1.550
O 1.276600 0.783863 -0.928832 -0.163 -0.945 -0.128
C 0.649978 -0.149387 -0.128150 1.620 -2.985 0.514
Cl 2.100640 -1.417200 -0.009946 -0.678 0.485 0.648
C -0.365380 -1.093735 -0.696246 -2.343 0.461 0.437
C -1.389896 -1.147666 0.185077 -1.933 -2.503 -1.731
C -0.955578 -0.384525 1.308995 -0.612 0.959 3.535
N 0.170633 0.194713 1.194609 1.068 -0.181 -0.112
H 1.356369 2.651363 -1.510008 0.349 -0.052 1.438
H -0.334540 -1.706469 -1.555406 0.500 -0.054 -0.999
H -2.397456 -1.822904 0.123650 2.891 1.836 0.146
H -1.453942 -0.302887 2.341648 0.494 -0.215 -1.846
```
Positions in Å, forces in eV/Å.

Results
- energy above the lowest of the compared OMol25 structures with the same formula, charge and spin (kcal per mole) = 44.2
- energy (a.u.) = -858.26645
- spin multiplicity = 1
- highest occupied orbital energy (eV) = -9.65

---

No. 8
This record from the OMol25 dataset describes 2 unconnected molecules or ions with the total composition C5H4ClO2 at a distorted geometry. The level of theory is ωB97M-V/def2-TZVPD.

The geometry in XYZ format:
```
12
Properties=species:S:1:pos:R:3:forces:R:3
C 0.181644 -1.083015 -0.161344 1.509 0.431 0.644
C -0.251027 -1.696153 -1.232427 -0.754 0.510 -0.976
C -1.346052 2.543287 -1.018181 1.988 0.623 -0.283
C 0.466773 -0.078424 0.937879 -0.545 -1.416 -0.347
C 1.141075 -1.505773 0.835014 -1.536 -0.431 2.333
O -2.338489 2.471343 -0.458032 -1.994 -0.460 0.714
O -0.308753 2.800216 -1.470355 0.068 -0.198 -0.407
Cl -1.330776 -0.298153 -2.107910 -0.375 -0.051 -0.331
H 1.285508 0.672398 0.808055 -1.553 0.000 0.145
H -0.476413 -0.015198 1.618240 2.286 0.482 -0.814
H 0.787546 -2.220357 1.604934 0.335 0.243 -0.421
H 2.188964 -1.590171 0.644126 0.570 0.265 -0.257
```
Positions in Å, forces in eV/Å.

Results
- energy above the lowest of the compared OMol25 structures with the same formula, charge and spin (kcal per mole) = 48.5
- energy (a.u.) = -803.53288
- net charge = -1
- spin multiplicity = 1
- highest occupied orbital energy (eV) = -3.44

---

No. 9
This record from the OMol25 dataset describes 2 unconnected molecules or ions with the total composition C5H4ClO2PS at a distorted geometry. The level of theory is ωB97M-V/def2-TZVPD.

The geometry in XYZ format:
```
14
Properties=species:S:1:pos:R:3:forces:R:3
C -0.133226 0.016587 0.793569 -0.404 0.652 -0.754
C 0.321335 1.259539 0.675713 1.863 1.407 2.447
C -0.287233 -0.542281 -0.513099 1.278 1.755 0.872
C 0.211543 0.304914 -1.388537 1.054 1.094 -4.151
C 0.733312 1.505721 -0.728286 -1.307 0.182 0.865
O -2.952113 1.413320 -0.737473 -0.239 -1.493 -0.326
O -3.937611 -0.322429 0.670611 0.740 -0.188 -1.478
P 1.258045 3.042363 -1.135207 -0.473 -0.915 -0.178
S -3.277212 0.005115 -0.586418 -0.629 1.878 1.771
Cl 1.109803 2.998107 -3.177060 0.270 0.116 -0.092
H -0.487640 -0.498264 1.612752 -0.533 -0.613 1.985
H 0.511152 1.908714 1.578119 -0.134 -0.522 -1.381
H -0.785804 -1.401033 -0.631534 -1.421 -3.267 -0.995
H 0.233143 0.223489 -2.510742 -0.065 -0.086 1.415
```
Positions in Å, forces in eV/Å.

Results
- energy above the lowest of the compared OMol25 structures with the same formula, charge and spin (kcal per mole) = 4.0
- energy (a.u.) = -1543.07568
- spin multiplicity = 1
- highest occupied orbital energy (eV) = -9.00